Record 1
Entry from the Open Molecules 2025 dataset: a molecular structure, C52H43ClIN2O3Pt (ωB97M-V with the def2-TZVPD basis set).

Geometry (Å):
1 Pt 0.1375 0.3328 -0.3421
2 O 1.2795 0.1831 1.2967
3 C 1.6578 -1.0676 1.7734
4 C 0.7212 -2.2046 1.2853
5 C -0.7137 -1.9466 1.6275
6 C -1.3834 -2.6417 2.6245
7 C -2.7144 -2.3443 2.8668
8 C -3.3337 -1.3637 2.1125
9 C -2.6022 -0.6961 1.1359
10 C -3.1783 0.4299 0.3422
11 C -2.4878 1.7689 0.7673
12 O -1.1273 1.6436 0.8200
13 C -3.0179 2.0700 2.1938
14 C -4.2594 2.6472 2.4482
15 C -4.7147 2.8152 3.7494
16 C -3.9364 2.4016 4.8221
17 C -2.6978 1.8252 4.5777
18 C -2.2438 1.6659 3.2758
19 C -2.9141 2.9053 -0.1743
20 C -4.1701 2.9980 -0.7679
21 C -4.5198 4.1026 -1.5349
22 C -3.6099 5.1287 -1.7335
23 C -2.3427 5.0307 -1.1712
24 C -2.0000 3.9299 -0.4020
25 N -1.3215 -0.9993 0.9098
26 C 1.5782 -1.0464 3.3083
27 C 1.9249 -2.1646 4.0638
28 C 1.8148 -2.1535 5.4453
29 C 1.3612 -1.0133 6.0978
30 C 1.0334 0.1100 5.3539
31 C 1.1431 0.0942 3.9678
32 C 3.1098 -1.3523 1.3389
33 C 3.4047 -2.0094 0.1433
34 C 4.7143 -2.1673 -0.2865
35 C 5.7640 -1.6646 0.4682
36 C 5.4870 -1.0002 1.6527
37 C 4.1746 -0.8481 2.0800
38 H 0.7838 -2.2629 0.1982
39 H 1.0468 -3.1558 1.7113
40 H -0.8566 -3.3891 3.2031
41 H -3.2602 -2.8658 3.6434
42 H -4.3655 -1.0870 2.2846
43 H -2.9980 0.2735 -0.7193
44 H -4.2552 0.4771 0.5114
45 H -4.8766 2.9866 1.6255
46 H -5.6803 3.2755 3.9247
47 H -4.2913 2.5318 5.8376
48 H -2.0803 1.4912 5.4037
49 H -1.2818 1.2234 3.0614
50 H -4.8952 2.2030 -0.6394
51 H -5.5015 4.1502 -1.9911
52 H -3.8781 5.9885 -2.3357
53 H -1.6154 5.8170 -1.3376
54 H -1.0148 3.8256 0.0334
55 H 2.3015 -3.0533 3.5681
56 H 2.0873 -3.0340 6.0151
57 H 1.2737 -1.0012 7.1774
58 H 0.6928 1.0101 5.8519
59 H 0.9049 0.9614 3.3674
60 H 2.6074 -2.3855 -0.4843
61 H 4.9111 -2.6628 -1.2285
62 H 6.7855 -1.7777 0.1262
63 H 6.2939 -0.5943 2.2514
64 H 3.9773 -0.3210 3.0053
65 Cl -4.4765 -2.5977 -5.5581
66 C -3.4039 -1.6981 -4.5083
67 C -3.3038 -0.3477 -4.6552
68 C -2.4670 0.3982 -3.8182
69 I -2.3094 2.4501 -4.1252
70 C -1.7175 -0.1632 -2.7797
71 O -1.0351 0.6138 -2.0125
72 C -1.7677 -1.6187 -2.6939
73 N -0.9472 -2.2280 -1.8081
74 C -0.9779 -3.5276 -1.6898
75 C -1.8298 -4.3556 -2.4441
76 C -2.6451 -3.7755 -3.3693
77 C -2.6296 -2.3726 -3.5381
78 H -3.8757 0.1543 -5.4238
79 H -0.3010 -3.9665 -0.9604
80 H -1.8225 -5.4272 -2.2930
81 H -3.3046 -4.3714 -3.9852
82 C 1.3020 0.0412 -3.7855
83 C 2.1384 0.7331 -2.7071
84 C 1.9696 2.2604 -2.8833
85 C 1.7122 0.4536 -1.2774
86 C 3.6181 0.3441 -2.8327
87 C 4.0414 -0.6978 -3.6542
88 C 5.3854 -1.0394 -3.7538
89 C 6.3398 -0.3512 -3.0242
90 C 5.9333 0.6813 -2.1890
91 C 4.5942 1.0198 -2.0973
92 H 0.3436 0.5358 -3.8831
93 H 1.1228 -1.0094 -3.5484
94 H 1.8057 0.1069 -4.7527
95 H 0.9098 2.5061 -2.8080
96 H 2.3442 2.5627 -3.8648
97 H 2.5017 2.8252 -2.1179
98 H 2.5674 0.5287 -0.6009
99 H 3.3192 -1.2583 -4.2314
100 H 5.6812 -1.8538 -4.4046
101 H 7.3869 -0.6184 -3.0973
102 H 6.6630 1.2209 -1.5978
103 H 4.3017 1.8183 -1.4273

Atoms 1-6, force components in eV/Å:
Pt 0.07 -0.03 0.05
O -0.05 0.11 0.06
C 0.03 -0.06 0.05
C 0.03 -0.06 0.01
C 0.04 0.01 -0.03
C -0.02 0.01 0.03

Computed properties:
Net charge: -1
Energy: -3219.85283 Ha



Record 2
Entry from the Open Molecules 2025 dataset: a molecular structure, C52H44BInN9O4S at a distorted geometry (ωB97M-V with the def2-TZVPD basis set).

Geometry (Å):
1 In -1.1721 -0.9605 0.9583
2 O -1.8622 -4.7580 -0.9188
3 C -1.4492 -3.6868 -0.4529
4 N -2.1173 -2.6243 -0.0400
5 C -3.5487 -2.6402 -0.2222
6 C -4.2030 -1.4255 0.4937
7 C -5.5573 -1.1829 0.5092
8 C -6.0989 -0.0381 1.1454
9 C -5.2133 0.7902 1.8178
10 C -3.8586 0.5233 1.7490
11 N -3.3733 -0.5105 1.0830
12 C 0.0551 -3.6328 -0.2023
13 C 0.9081 -4.5262 -0.8288
14 C 2.2552 -4.5550 -0.5176
15 C 2.7189 -3.6885 0.5061
16 C 1.7889 -2.8150 1.0470
17 N 0.4813 -2.7844 0.7128
18 H -3.9922 -3.5735 0.1020
19 H -3.8041 -2.6500 -1.2909
20 H -6.2347 -1.9533 0.1063
21 H -7.1644 0.1498 1.1801
22 H -5.5066 1.6904 2.3226
23 H -3.1498 1.1721 2.2222
24 H 0.4188 -5.1618 -1.5859
25 H 2.9464 -5.2424 -0.9728
26 H 3.7288 -3.7676 0.9087
27 H 2.0760 -2.1506 1.8206
28 C -2.2654 -4.7774 3.3730
29 C -2.5890 -3.5302 2.8777
30 N -1.8401 -2.4576 3.0430
31 C -0.6564 -2.6934 3.5897
32 C -0.2210 -3.9749 3.9770
33 N -1.0662 -4.9919 3.8986
34 C 0.2116 -1.4768 3.7281
35 C 1.2128 -1.4370 4.6915
36 C 1.9271 -0.2688 4.8875
37 C 1.6807 0.8404 4.0842
38 C 0.6711 0.7291 3.1164
39 N -0.0361 -0.4028 2.9423
40 C 0.3659 1.9559 2.3948
41 C 1.3913 2.7404 1.8523
42 N 1.1293 3.8714 1.2185
43 C -0.1568 4.2237 1.1916
44 C -1.1439 3.4079 1.7257
45 N -0.9046 2.2654 2.3119
46 C 2.8378 -0.1413 6.0119
47 C 3.1187 1.0855 6.5668
48 C 3.9921 1.1888 7.6395
49 N 4.7156 0.1346 8.0400
50 C 4.4720 -1.0498 7.4854
51 C 3.5390 -1.2343 6.4856
52 H -2.9776 -5.6039 3.2529
53 H -3.5375 -3.4105 2.4078
54 H 0.7257 -4.2415 4.4207
55 H 1.2896 -2.2778 5.3505
56 H 2.1978 1.7369 4.1815
57 H 2.4105 2.3898 1.8184
58 H -0.4151 5.1581 0.7217
59 H -2.1597 3.7047 1.5982
60 H 2.5896 1.9919 6.2846
61 H 4.2528 2.1495 8.0933
62 H 5.0662 -1.9159 7.8903
63 H 3.4204 -2.2200 6.0579
64 C 5.7195 -0.2124 -4.9690
65 C 4.2662 -0.7548 -4.9114
66 C 4.3975 -2.2590 -4.6869
67 C 3.5539 -0.4916 -6.2180
68 C 3.5290 -0.1580 -3.7464
69 C 4.0241 0.8142 -2.8743
70 C 3.3914 1.2530 -1.7434
71 C 2.1908 0.6615 -1.4307
72 O 1.3287 0.7894 -0.3026
73 B 0.2700 -0.0930 -0.5034
74 O 0.4094 -0.6930 -1.7423
75 C 1.6023 -0.2812 -2.2992
76 C 2.2329 -0.7003 -3.4428
77 H 6.3075 -0.7081 -5.7559
78 H 6.1548 -0.4922 -4.0144
79 H 5.7253 0.8929 -5.2001
80 H 5.0826 -2.6539 -5.4308
81 H 3.4443 -2.7851 -4.7521
82 H 4.8290 -2.3784 -3.6824
83 H 4.0878 -1.0444 -7.0321
84 H 3.5155 0.5326 -6.5613
85 H 2.5359 -0.8518 -6.2404
86 H 4.9821 1.3252 -3.0535
87 H 3.8556 2.0254 -1.1855
88 H 1.7455 -1.3830 -4.1192
89 O -2.1728 1.8353 -0.2005
90 S -2.4938 1.6437 -1.6457
91 C -1.4938 2.7366 -2.6242
92 C -0.7008 2.1195 -3.5551
93 C 0.0859 2.8796 -4.4335
94 C -0.0634 4.2412 -4.4352
95 C -0.8494 4.8811 -3.4606
96 C -1.5655 4.1145 -2.5331
97 C -4.0608 2.4570 -1.8836
98 C -4.6807 2.2771 -3.0803
99 C -5.8576 2.9126 -3.2877
100 C -6.4192 3.7101 -2.2923
101 C -5.8215 3.8351 -1.0476
102 C -4.5695 3.2332 -0.8448
103 H -0.5542 1.0706 -3.5005
104 H 0.7675 2.4479 -5.1142
105 H 0.4753 4.8661 -5.1220
106 H -0.8221 5.9779 -3.3782
107 H -2.1792 4.5713 -1.7747
108 H -4.2963 1.6135 -3.8489
109 H -6.4170 2.8315 -4.2447
110 H -7.3745 4.2694 -2.4833
111 H -6.3825 4.4287 -0.3115
112 H -4.0556 3.2261 0.1367

Atoms 1-6, force components in eV/Å:
In 0.04 0.40 -0.57
O -0.45 0.93 0.01
C 0.83 -1.45 -0.11
N -0.57 0.24 0.05
C -0.16 0.81 0.01
C 1.12 0.54 -0.12

Computed properties:
Net charge: +1
Energy: -3414.81332 Ha



The evaluated highest occupied orbital energy for the records listed, in turn: -4.898 -10.555 eV.
The evaluated HOMO-LUMO gap for the records listed, in turn: 7.26 7.24 eV.
The evaluated energy relative to the best compared isomer or geometry (same formula, charge and spin) for the records listed, in turn: 47.9 117.8 kJ/mol.